A molecular structure, C46H47ClN4O4P2V at a distorted geometry, computed with ωB97M-V with the def2-TZVPD basis set.

Results
- <S²> = 4.128
- net charge = 0
- spin multiplicity = 4
- HOMO energy (alpha / beta) (eV) = -5.51 / -6.57
- LUMO (alpha / beta) (Eh) = -0.02530 / -0.02534
- relative energy (zero: lowest compared OMol25 entry of this formula, charge and spin) (eV) = 2.838
- HOMO-LUMO gap (alpha / beta) (eV) = 4.826 / 5.883

Atoms and positions in Å:
V  -1.29846  0.91547  -1.60581
C  -2.82539  -1.66449  -2.27698
P  -2.88782  -1.28605  -0.47964
C  -2.21572  -2.85316  0.25278
C  -1.95325  -4.03466  -0.43705
C  -1.51094  -5.17400  0.23268
C  -1.31092  -5.14792  1.60152
C  -1.55706  -3.97154  2.30850
C  -2.00954  -2.84427  1.64168
C  -4.43867  -1.31150  0.45240
C  -5.32324  -2.38189  0.36370
C  -6.42035  -2.44715  1.21057
C  -6.62475  -1.45278  2.15946
C  -5.73845  -0.38380  2.25161
C  -4.64528  -0.30641  1.39637
C  -1.35364  -1.77588  -2.65278
C  -0.68299  -2.81604  -3.26528
C  0.69877  -2.50318  -3.18536
C  0.80518  -1.28656  -2.53469
C  2.04128  -0.69521  -1.89985
P  2.02760  -0.99654  -0.04811
C  2.79661  -2.66208  -0.02570
C  2.00050  -3.72232  0.39162
C  2.47829  -5.03006  0.35455
C  3.76490  -5.28566  -0.09168
C  4.57109  -4.23384  -0.51983
C  4.08573  -2.93398  -0.49823
C  3.37585  0.10926  0.57180
C  3.22457  1.48033  0.33662
C  4.10218  2.40786  0.88351
C  5.13777  1.98845  1.70736
C  5.28176  0.63594  1.98134
C  4.40835  -0.29422  1.42172
N  -0.44878  -0.81735  -2.23871
H  -3.36934  -0.91965  -2.84610
H  -3.33420  -2.62043  -2.41901
H  -2.09411  -4.08555  -1.50675
H  -1.31697  -6.08095  -0.33018
H  -0.96596  -6.03561  2.11940
H  -1.41116  -3.94434  3.38241
H  -2.23568  -1.94362  2.20456
H  -5.15074  -3.17498  -0.35778
H  -7.11205  -3.27897  1.13806
H  -7.47944  -1.50804  2.82443
H  -5.90638  0.39667  2.98546
H  -3.95234  0.52770  1.44037
H  -1.12571  -3.70585  -3.69589
H  1.52332  -3.11269  -3.53577
H  2.11633  0.38135  -2.05721
H  2.92091  -1.18177  -2.31282
H  0.99211  -3.51954  0.73757
H  1.83996  -5.84543  0.67237
H  4.13909  -6.30185  -0.12118
H  5.57621  -4.43002  -0.87636
H  4.71093  -2.12625  -0.86546
H  2.40329  1.83105  -0.28042
H  3.97282  3.46221  0.66331
H  5.82428  2.71041  2.13478
H  6.08734  0.29684  2.62185
H  4.53527  -1.34525  1.65295
N  -0.68398  1.92555  -3.44185
C  0.64384  2.46050  -3.33031
C  1.63175  2.05311  -4.21180
C  2.91572  2.56612  -4.11058
C  3.19901  3.50962  -3.13566
C  2.20115  3.90703  -2.25373
C  0.91219  3.38041  -2.30996
C  -0.16584  3.78372  -1.34075
C  -0.19759  5.16712  -0.95840
C  -1.18098  5.65165  -0.08368
C  -2.16094  4.82389  0.38523
C  -2.32743  3.42402  -0.13391
C  -1.06501  2.85051  -0.86944
H  -0.78608  1.33760  -4.25644
H  -1.37497  2.66699  -3.50167
H  1.39477  1.31503  -4.97056
H  3.68268  2.23880  -4.80144
H  4.19504  3.92957  -3.05426
H  2.42930  4.63343  -1.48108
H  0.53926  5.85251  -1.36421
H  -1.16474  6.69732  0.20719
H  -2.97582  5.20677  0.99610
H  -2.61773  2.74244  0.67657
O  -3.38864  3.59476  -1.03349
Cl  -3.17040  1.53714  -2.00322
O  -4.33350  0.86183  -1.29129
O  -3.57940  1.93059  -3.39704
O  -1.93686  -0.17103  0.01090
N  1.51107  1.74683  4.01165
C  1.18572  2.96316  3.16665
C  -0.26943  2.84323  2.74469
N  -0.53949  1.59908  2.07783
C  -0.09779  0.40239  2.75004
C  1.35369  0.47561  3.19931
H  0.83280  1.71172  4.77103
H  2.43665  1.81257  4.41991
H  1.84332  2.92112  2.30166
H  1.38751  3.85707  3.75417
H  -0.52850  3.67995  2.10124
H  -0.90495  2.91597  3.64320
H  -0.32070  1.57200  1.10225
H  -0.20735  -0.44388  2.07195
H  -0.73033  0.21318  3.63383
H  2.03072  0.55067  2.34806
H  1.63936  -0.36791  3.82860

Mulliken population analysis, charges in e, atoms 1 to 2:
1. V -0.579
2. C -1.083